# 1
ORCA calculation (the ωB97M-V functional and the def2-TZVPD basis) on a 10-piece molecular cluster, C51H57ClN10O3 overall.

Summary:
2S+1   1
Energy above the lowest of the compared OMol25 structures with the same formula, charge and spin   3.678 eV
Molar mass   893.5 g/mol
Gap between HOMO and LUMO   9.355 eV
Highest occupied orbital energy   -9.3 eV
E   -3210.83044 Eh

```
122
Properties=species:S:1:pos:R:3:forces:R:3:mulliken_charge:R:1
N -4.8918 -0.7299 -1.3652 2.3 -0.7 0.2 -0.6800
C -3.6281 -0.7525 -2.2503 -1.4 0.9 0.8 0.5413
O -2.9672 -2.0445 -2.0056 1.6 2.1 -0.8 -0.4466
C -1.5137 -1.9801 -2.2237 1.3 -1.3 0.5 -0.1719
C -0.6965 -1.1224 -1.0583 -1.0 -0.6 -0.3 -0.1885
O 0.3533 -0.3690 -1.7651 -1.8 1.5 1.6 -0.2014
C 0.1485 1.0854 -1.6851 0.8 1.2 -0.1 -0.3967
C -0.6222 1.7550 -2.9660 0.7 0.2 0.1 0.0436
C -0.1836 1.1687 -4.4317 -5.7 2.2 -5.2 0.2216
O -1.0352 1.4226 -5.4593 6.0 -1.9 6.8 -0.5355
Cl 1.3679 0.2427 -4.8417 -1.8 1.5 1.0 -0.0898
H -5.1646 -1.7417 -1.2390 0.3 1.4 -0.3 0.2679
H -4.5365 -0.4260 -0.4119 -0.8 -0.5 -1.4 0.2538
H -3.0041 0.1897 -1.9184 -0.9 -2.0 -0.6 -0.3848
H -3.9485 -0.5676 -3.3640 0.8 -0.8 1.9 0.2150
H -1.1113 -3.1000 -2.1375 -1.1 2.4 -0.3 0.3031
H -1.1933 -1.6052 -3.2945 -0.8 -0.4 2.1 0.0132
H -1.4815 -0.4561 -0.4899 1.7 -1.0 -1.1 0.1788
H -0.1943 -1.8141 -0.2424 -1.0 1.3 -1.9 0.1811
H -0.4215 1.4351 -0.7178 1.0 -0.9 -1.8 0.2649
H 1.2332 1.5718 -1.6096 -2.3 -1.1 -0.3 0.3418
H -0.3410 2.9152 -2.9544 -0.4 -2.4 -0.2 0.1118
H -1.8017 1.7199 -2.9054 2.5 -0.3 -0.4 0.1117
C -3.8606 -3.0860 -5.8163 0.0 0.0 0.0 -0.2906
C -4.5710 -3.4544 -6.9539 0.1 0.1 0.2 -0.4325
C -5.7795 -4.1117 -6.7881 -0.4 -0.2 0.8 -0.2410
N -6.3080 -4.4200 -5.5836 0.8 0.5 -0.1 -0.5716
C -5.5947 -4.0512 -4.4974 -0.6 -0.3 -0.8 -0.4116
C -4.3799 -3.3879 -4.5616 0.1 0.0 -0.2 0.0447
H -2.9102 -2.5682 -5.9066 -0.1 -0.1 0.0 0.4476
H -4.1930 -3.2346 -7.9459 0.0 0.0 0.1 0.3673
H -6.3728 -4.4170 -7.6452 0.1 0.0 0.0 0.3408
H -6.0398 -4.3125 -3.5414 0.1 0.0 0.0 0.3683
H -3.8510 -3.1140 -3.6558 -0.1 -0.1 -0.1 0.3952
C -6.8219 3.9857 -0.1404 0.0 0.0 0.0 -0.2035
C -5.4832 3.6951 -0.3811 -0.2 0.0 0.1 -0.5413
C -4.9505 2.5457 0.1802 -0.5 -0.6 0.6 -0.1068
N -5.6556 1.6904 0.9526 -0.4 0.9 -0.4 -0.4030
C -6.9523 1.9998 1.1701 0.9 -0.3 -0.1 -0.2777
C -7.5747 3.1230 0.6496 0.2 0.2 -0.2 -0.3694
H -7.2749 4.8770 -0.5647 0.1 -0.1 0.0 0.3545
H -4.8694 4.3477 -0.9916 0.0 -0.1 0.0 0.3532
H -3.9114 2.2738 0.0189 0.0 0.1 0.0 0.4878
H -7.4965 1.2979 1.7958 0.0 0.1 -0.1 0.3534
H -8.6205 3.3210 0.8555 0.1 0.0 0.0 0.3571
C 1.7058 -1.3702 3.7464 0.0 -0.2 0.0 -0.1215
C 1.9394 -0.7373 2.5301 -0.1 -0.1 0.1 -0.3468
C 0.9554 0.0979 2.0258 -0.8 0.1 0.4 -0.3406
N -0.2221 0.3313 2.6456 0.8 -0.6 0.2 -0.4630
C -0.4211 -0.2985 3.8238 -0.2 0.6 -0.6 -0.6813
C 0.5033 -1.1482 4.4097 0.3 0.0 -0.3 -0.3054
H 2.4542 -2.0310 4.1738 0.0 0.1 0.0 0.5207
H 2.8657 -0.8902 1.9880 -0.1 0.0 0.0 0.3001
H 1.0919 0.6171 1.0816 0.1 0.0 0.0 0.4480
H -1.3761 -0.0961 4.3008 0.1 -0.1 0.0 0.5747
H 0.2911 -1.6260 5.3594 0.0 0.1 -0.1 0.4363
C 0.7720 7.9820 -3.5253 0.0 0.0 0.0 -0.1049
C 1.2396 7.0710 -4.4665 -0.1 0.1 0.2 -0.5400
C 1.2729 5.7296 -4.1206 -0.2 -0.4 0.7 -0.1421
N 0.8806 5.2537 -2.9186 -0.1 0.9 -0.2 -0.2868
C 0.4331 6.1622 -2.0248 0.3 -0.7 -0.5 -0.1035
C 0.3590 7.5223 -2.2790 0.1 0.1 -0.3 -0.5777
H 0.7300 9.0415 -3.7607 0.0 -0.1 0.0 0.3561
H 1.5698 7.3975 -5.4461 0.0 -0.1 0.1 0.3493
H 1.6266 4.9794 -4.8219 0.0 0.1 0.0 0.3478
H 0.1258 5.7547 -1.0657 0.0 0.1 -0.1 0.3518
H -0.0110 8.2066 -1.5240 0.0 -0.1 -0.1 0.3565
C -4.9460 -1.4799 7.6421 0.0 0.0 0.0 -0.1142
C -4.8546 -2.2880 6.5137 0.0 0.2 0.2 -0.4516
C -4.1165 -1.8272 5.4353 0.5 0.8 -0.1 -0.3061
N -3.4819 -0.6347 5.4138 -0.6 -0.3 0.9 -0.3285
C -3.5902 0.1286 6.5229 0.1 -0.4 -0.8 -0.1041
C -4.3018 -0.2470 7.6509 -0.1 -0.3 0.0 -0.5434
H -5.5146 -1.8080 8.5074 0.1 0.0 -0.1 0.3518
H -5.3459 -3.2536 6.4750 0.1 0.1 0.0 0.3564
H -4.0126 -2.4226 4.5329 0.0 0.0 0.1 0.3861
H -3.0731 1.0831 6.4796 0.0 -0.1 0.0 0.3859
H -4.3533 0.4057 8.5150 0.0 0.0 -0.1 0.3524
C 4.6410 -0.5915 -2.1305 0.0 0.0 0.0 -0.5018
C 4.0351 -0.0637 -0.9953 0.1 -0.1 -0.2 0.1079
C 4.8433 0.5139 -0.0291 1.0 0.1 0.0 -0.4705
N 6.1889 0.5913 -0.1234 -0.5 -0.4 -0.7 -0.5576
C 6.7486 0.0687 -1.2360 -0.3 0.4 0.8 -0.2448
C 6.0247 -0.5251 -2.2574 -0.3 0.0 0.1 -0.3861
H 4.0401 -1.0510 -2.9099 0.0 0.1 0.1 0.5375
H 2.9594 -0.1006 -0.8659 0.0 0.0 0.0 0.2531
H 4.4176 0.9426 0.8734 0.0 0.0 0.0 0.5445
H 7.8314 0.1415 -1.2867 -0.1 0.0 0.0 0.3467
H 6.5270 -0.9268 -3.1301 0.0 0.0 0.1 0.3612
C 5.7224 -4.3947 7.6121 0.0 0.0 0.0 -0.1420
C 5.8315 -3.0083 7.6288 -0.1 -0.3 0.0 -0.6034
C 5.1209 -2.2832 6.6856 -0.6 -0.3 -0.7 -0.0217
N 4.3294 -2.8453 5.7460 0.5 -0.6 0.7 -0.2775
C 4.2448 -4.1934 5.7535 0.0 0.9 -0.1 -0.0733
C 4.9135 -5.0029 6.6577 0.2 0.2 0.2 -0.6113
H 6.2634 -4.9965 8.3365 -0.1 0.1 -0.1 0.3679
H 6.4544 -2.5041 8.3589 -0.1 0.0 -0.1 0.3506
H 5.1707 -1.1985 6.6597 0.0 -0.1 0.0 0.2369
H 3.6042 -4.6207 4.9871 0.1 0.0 0.1 0.3790
H 4.8069 -6.0810 6.6186 0.0 0.1 0.0 0.3484
C 4.2366 -2.8468 -7.8685 0.0 0.0 0.0 -0.4463
C 3.5558 -2.1265 -6.8927 0.1 -0.2 -0.2 -0.1431
C 2.2497 -2.4874 -6.6029 -0.6 -0.7 -0.3 0.2903
N 1.5957 -3.4979 -7.2165 1.0 0.2 -0.2 -0.4508
C 2.2819 -4.1778 -8.1606 -0.6 0.4 0.6 -0.3172
C 3.5905 -3.8943 -8.5168 0.1 0.2 0.1 -0.2930
H 5.2620 -2.5939 -8.1219 -0.1 0.0 0.0 0.3568
H 4.0308 -1.3040 -6.3700 0.0 0.0 0.0 0.3708
H 1.6773 -1.9578 -5.8469 0.1 -0.2 -0.2 -0.0351
H 1.7334 -4.9836 -8.6404 0.1 0.1 0.0 0.3515
H 4.0937 -4.4752 -9.2814 -0.1 0.0 0.1 0.3605
C 4.1243 2.1690 6.1928 0.0 0.0 -0.1 -0.4213
C 4.2334 3.5554 6.2095 0.0 -0.3 0.0 -0.3448
C 3.5228 4.2805 5.2663 -0.6 -0.3 -0.7 -0.3518
N 2.7313 3.7184 4.3267 0.5 -0.5 0.7 -0.5102
C 2.6467 2.3703 4.3343 -0.1 0.9 -0.2 -0.3728
C 3.3154 1.5608 5.2384 0.2 0.1 0.2 0.1559
H 4.6653 1.5672 6.9173 -0.1 0.1 -0.1 0.3476
H 4.8563 4.0596 6.9396 -0.1 0.0 -0.1 0.3758
H 3.5726 5.3652 5.2404 0.0 -0.1 0.0 0.3589
H 2.0061 1.9430 3.5679 0.1 0.0 0.1 0.5691
H 3.2088 0.4827 5.1993 0.0 0.1 0.0 0.2173
```
Positions in Å, forces in eV/Å.

# 2
ORCA calculation (the ωB97M-V functional and the def2-TZVPD basis) on C4H3IN2O2 as an isolated structure.

Summary:
2S+1   1
Energy above the lowest of the compared OMol25 structures with the same formula, charge and spin   0.115 eV
Molar mass   238.0 g/mol
Gap between HOMO and LUMO   6.387 eV
Highest occupied orbital energy   -8.1 eV
E   -711.74345 Eh

```
12
Properties=species:S:1:pos:R:3:forces:R:3:nbo_charge:R:1
C 1.0594 0.8658 0.1174 -1.8 0.9 -1.3 -0.2005
C 1.4226 -0.4625 -0.0709 2.2 -1.8 -0.7 -0.4914
C -0.1951 1.4290 0.0436 0.6 -2.0 0.8 -0.1195
C 0.6982 -1.6113 -0.1006 0.3 -0.7 0.8 0.6833
N -1.2674 0.5061 0.0195 -0.2 0.6 0.1 -0.2775
N -1.0203 -0.7786 0.1029 -0.7 0.5 -0.3 0.2285
O 0.6474 -2.7882 -0.0643 -0.5 1.4 -0.4 -0.4755
O -1.9484 -1.5375 0.1120 -0.8 -0.8 0.1 -0.3711
I -3.3178 1.1949 0.0553 1.4 -0.6 -0.1 0.3135
H 1.9427 1.4132 -0.0196 0.6 1.7 0.4 0.2339
H 2.5137 -0.6635 -0.3419 -1.5 0.3 0.6 0.2441
H -0.5349 2.4325 0.1467 0.4 0.5 -0.1 0.2324
```
Positions in Å, forces in eV/Å.

# 3
ORCA calculation (the ωB97M-V functional and the def2-TZVPD basis) on C28H22Cl2CoN2O9P3 as an isolated structure.

Summary:
2S+1   1
Energy above the lowest of the compared OMol25 structures with the same formula, charge and spin   0.472 eV
Molar mass   753.2 g/mol
Gap between HOMO and LUMO   7.361 eV
Highest occupied orbital energy   -7.9 eV
E   -5194.43191 Eh

```
67
Properties=species:S:1:pos:R:3:forces:R:3:nbo_charge:R:1
Co 0.4613 0.5706 0.1937 0.2 0.0 -0.1 1.1253
O 2.8733 0.8501 -2.9200 -0.1 0.0 0.0 -0.9695
P 1.8915 1.1793 -1.7358 0.1 0.1 -0.1 2.5597
O 2.3746 0.6950 -0.3923 0.1 0.0 0.0 -1.0558
O 0.4887 0.6298 -1.9049 -0.2 0.0 0.1 -1.1258
O 1.8538 2.7781 -1.7626 0.0 0.0 0.0 -1.0921
P 1.0683 3.5527 -0.5374 0.0 0.0 0.1 2.5628
O 0.0627 4.4840 -1.3577 0.0 0.0 0.0 -0.9916
O 1.9963 4.3218 0.2963 0.0 0.0 0.0 -1.1127
O 0.1936 2.4745 0.0956 0.1 0.0 0.0 -1.1402
H 3.1032 1.6194 -3.4541 0.0 0.0 0.0 0.5241
H 0.3474 5.4031 -1.2908 0.0 0.0 0.0 0.5132
Cl 0.7449 -4.2485 0.9757 0.0 0.0 0.0 0.0203
C 1.2063 -2.9272 1.9907 0.0 0.0 0.0 -0.1048
C 1.7552 -3.1821 3.2596 0.0 0.0 0.0 -0.2026
C 2.1411 -2.1648 4.0892 0.0 0.0 0.0 -0.0853
Cl 2.8348 -2.5261 5.6406 0.0 0.0 0.0 0.0007
C 1.9793 -0.8172 3.6925 0.0 0.0 0.0 -0.0379
C 2.3567 0.3343 4.4218 0.0 0.0 0.0 -0.1262
C 2.1473 1.5755 3.8894 0.0 0.0 0.0 -0.2549
C 1.5204 1.7111 2.6360 0.0 0.0 0.0 0.1076
N 1.1548 0.6509 1.9590 -0.1 0.0 0.0 -0.3816
C 1.4030 -0.5993 2.4340 0.0 0.0 0.0 0.0956
C 1.0348 -1.6340 1.5333 0.0 0.0 0.0 0.3136
O 0.5599 -1.2889 0.3696 0.1 -0.1 0.0 -0.6527
H 1.8801 -4.2091 3.5740 0.0 0.0 0.0 0.2435
H 2.8217 0.2179 5.3916 0.0 0.0 0.0 0.2354
H 2.4437 2.4688 4.4198 0.0 0.0 0.0 0.2358
H 1.3173 2.6774 2.1934 0.0 0.0 0.0 0.2583
O -1.2100 -1.2513 -2.7292 -0.1 -0.1 0.1 -0.5552
N -1.6209 -1.1474 -1.4262 0.0 0.0 0.0 -0.1080
C -2.0265 -2.2349 -0.9290 0.0 0.1 0.0 0.0329
C -2.5146 -2.2369 0.4493 0.0 0.0 0.0 -0.0650
C -3.0898 -3.4186 0.9073 0.0 0.0 0.0 -0.1817
C -3.6832 -3.5003 2.1550 0.0 0.0 0.0 -0.1870
C -3.7328 -2.3711 2.9517 0.0 0.0 0.0 -0.2061
C -3.1430 -1.1925 2.5163 0.0 0.0 0.0 -0.2138
C -2.4869 -1.1051 1.2885 0.0 0.1 0.0 -0.2679
P -1.7132 0.4865 0.7960 -0.1 0.0 0.0 1.1857
C -1.8233 1.5478 2.2827 0.0 0.0 0.0 -0.4118
C -1.3895 1.1033 3.5341 0.0 0.0 0.0 -0.2095
C -1.3767 1.9569 4.6239 0.0 0.0 0.0 -0.2122
C -1.7687 3.2809 4.4739 0.0 0.0 0.0 -0.1956
C -2.1710 3.7414 3.2308 0.0 0.0 0.0 -0.2280
C -2.2011 2.8808 2.1415 0.0 0.0 0.0 -0.1105
C -2.8945 1.2680 -0.3352 0.0 0.0 0.0 -0.3964
C -2.4759 1.9388 -1.4773 0.0 0.0 0.0 -0.1729
C -3.4135 2.5535 -2.2940 0.0 0.0 0.0 -0.1965
C -4.7631 2.4935 -1.9784 0.0 0.0 0.0 -0.1949
C -5.1823 1.8188 -0.8397 0.0 0.0 0.0 -0.2314
C -4.2491 1.2104 -0.0156 0.0 0.0 0.0 -0.1369
H -0.6043 -0.4938 -2.8059 0.1 0.1 0.0 0.5132
H -2.0260 -3.1587 -1.5036 0.0 0.0 0.0 0.1929
H -3.0792 -4.2831 0.2552 0.0 0.0 0.0 0.2184
H -4.1231 -4.4308 2.4886 0.0 0.0 0.0 0.2200
H -4.2259 -2.3954 3.9146 0.0 0.0 0.0 0.2181
H -3.2137 -0.3268 3.1553 0.0 0.0 0.0 0.2278
H -1.0557 0.0800 3.6639 0.0 0.0 0.0 0.2219
H -1.0473 1.5901 5.5877 0.0 0.0 0.0 0.2186
H -1.7530 3.9516 5.3232 0.0 0.0 0.0 0.2178
H -2.4628 4.7755 3.1019 0.0 0.0 0.0 0.2198
H -2.5064 3.2556 1.1741 0.0 0.0 0.0 0.2255
H -1.4248 1.9778 -1.7250 0.0 0.0 0.0 0.2481
H -3.0844 3.0791 -3.1807 0.0 0.0 0.0 0.2182
H -5.4912 2.9713 -2.6213 0.0 0.0 0.0 0.2154
H -6.2345 1.7668 -0.5920 0.0 0.0 0.0 0.2162
H -4.5786 0.6863 0.8741 0.0 0.0 0.0 0.2083
```
Positions in Å, forces in eV/Å.

# 4
ORCA calculation (the ωB97M-V functional and the def2-TZVPD basis) on the molecule C5H9N.

Summary:
2S+1   1
Energy above the lowest of the compared OMol25 structures with the same formula, charge and spin   2.342 eV
Molar mass   83.1 g/mol
Gap between HOMO and LUMO   9.093 eV
Highest occupied orbital energy   -7.9 eV
E   -250.58089 Eh

```
15
Properties=species:S:1:pos:R:3:forces:R:3:nbo_charge:R:1
C 1.4445 -2.1272 -1.1400 -1.6 0.7 -0.9 -0.3926
C 1.0585 -0.8830 -1.4638 1.1 0.3 3.0 -0.1655
C -0.2516 -0.1805 -1.0501 1.8 -0.6 -1.0 -0.4591
C -0.2148 0.2291 0.3978 -0.6 0.5 0.9 -0.3098
C -0.9416 1.2759 0.8078 0.8 1.0 0.0 0.0184
N -1.1124 1.7359 2.0990 -0.1 0.1 1.3 -0.8173
H 2.4642 -2.3410 -0.8556 0.1 -0.4 -0.6 0.2047
H 0.6448 -2.8672 -1.1475 0.5 -0.4 0.5 0.1841
H 1.8752 -0.1698 -1.3642 0.1 0.2 -0.5 0.1706
H -0.1632 0.7634 -1.5905 -1.1 -0.1 -0.4 0.2177
H -1.0871 -0.8347 -1.2852 -0.4 0.4 -0.2 0.2112
H 0.3359 -0.2353 1.2180 -0.2 -0.8 -0.6 0.2013
H -1.2012 2.1022 0.1531 -0.7 -0.6 -0.7 0.1835
H -1.8635 2.3735 2.3039 0.0 0.1 -0.6 0.3786
H -0.9878 1.1586 2.9173 0.3 -0.5 -0.4 0.3743
```
Positions in Å, forces in eV/Å.

> Which of these has the highest energy above the lowest of the compared OMol25 structures with the same formula, charge and spin?

C51H57ClN10O3